Entry from the OMol25 dataset: C7H6BrNS as an isolated structure (ωB97M-V/def2-TZVPD).

Last column: Löwdin charge in e.
Cartesian coordinates (Å):
C (-0.4126, -1.9096, 0.2417)  -0.126
C (0.4795, -1.5196, -0.7010)  -0.112
C (-1.1503, -1.0238, 0.9155)  -0.049
C (0.4263, -0.2553, -1.1816)  -0.003
C (-1.1292, 0.3132, 0.5446)  -0.288
C (-0.4262, 0.7289, -0.5587)  -0.415
C (-1.8229, 1.4020, 1.0784)  -0.308
N (-0.4938, 1.9805, -0.8935)  -0.264
S (-1.4538, 2.7409, 0.1378)  1.029
Br (4.5195, 0.7465, 0.1731)  0.297
H (-0.5141, -3.0464, 0.5408)  0.151
H (1.2836, -2.2771, -1.0793)  0.147
H (-1.7658, -1.3048, 1.6803)  0.091
H (0.9670, 0.1563, -1.9655)  0.089
H (-2.6691, 1.4120, 1.6909)  0.056
H (4.1620, 1.8565, -0.6235)  -0.296

Force components x, y, z for each atom (eV/Å):
-1.210 -4.298 2.779
3.244 -0.712 -3.139
0.179 0.163 -0.711
-0.794 0.861 0.799
-1.656 1.194 1.542
1.916 -2.429 -1.011
0.529 0.044 -1.216
0.436 1.909 -0.992
-0.419 0.072 0.271
0.029 -0.132 0.086
0.417 2.438 -0.616
-1.755 1.529 0.445
-1.536 -0.866 1.893
1.437 0.126 -1.380
-0.756 -0.025 1.338
-0.060 0.126 -0.089

For the HOMO-LUMO gap, the calculation gives 8.38 eV. The molecular weight is 216.103 g/mol. For the max |F|, the calculation gives 5.3 eV/A.

=====

Entry from the OMol25 dataset: C7H6CeCl2N2O3Sm as an isolated structure (ωB97M-V/def2-TZVPD).

Last column: Löwdin charge in e.
Cartesian coordinates (Å):
Ce (0.0199, -0.7267, -6.4710)  1.330
Sm (-0.0066, -1.4710, 1.0328)  1.485
Cl (-0.6675, 1.4559, -5.6598)  0.346
Cl (2.0534, -2.8415, 0.9581)  0.010
C (-0.7462, -2.9624, 2.4740)  -0.098
C (-0.4787, -0.2488, -8.3533)  -0.172
C (0.4845, -2.4919, -7.2020)  -0.224
O (-1.1588, -3.7713, 3.2304)  0.240
O (-0.7954, 0.0617, -9.4453)  0.364
O (0.7619, -3.5612, -7.5803)  0.356
C (-1.8292, 1.1380, 2.9128)  0.021
C (-0.3785, 1.2177, 2.9622)  -0.390
N (0.4568, 0.3237, 2.3964)  -0.154
C (1.7939, 0.7758, 2.7094)  -0.080
C (1.7026, 1.8890, 3.4247)  0.009
N (0.3155, 2.1763, 3.5893)  0.183
H (-2.2237, 1.0585, 3.9354)  0.129
H (-2.2253, 2.0402, 2.4277)  0.122
H (-2.1394, 0.2484, 2.3346)  0.065
H (2.6417, 0.2186, 2.3773)  0.108
H (2.4710, 2.4894, 3.8352)  0.140
H (-0.0520, 2.9816, 4.1115)  0.209

Force components x, y, z for each atom (eV/Å):
0.003 8.282 14.262
2.630 2.994 -2.580
-0.069 -0.088 -0.265
-1.205 0.738 0.078
-4.135 -8.699 8.322
-4.282 3.838 -16.150
3.692 -14.863 -6.754
2.746 5.331 -4.991
1.825 -1.717 6.427
-1.117 4.534 1.759
-0.848 0.055 -0.045
1.264 0.442 0.404
0.811 0.244 0.113
-1.413 -0.855 -0.601
-1.417 0.489 0.310
1.124 -0.664 -0.420
-0.177 0.004 -0.348
-0.193 -0.287 0.184
-0.139 0.314 0.247
0.390 -0.083 -0.001
0.412 0.547 0.372
0.099 -0.554 -0.324

The charge is +4. For the HOMO-LUMO gap (spin up / spin down), the calculation gives 4.05 / 3.79 eV. The molecular weight is 527.518 g/mol. For the max |F|, the calculation gives 17.1 eV/A. Its expectation value of S² is 12.03. The spin multiplicity is 7.

=====

Entry from the OMol25 dataset: C7H6Cl2FeN2O3SSc as an isolated structure (ωB97M-V/def2-TZVPD).

Last column: Löwdin charge in e.
Cartesian coordinates (Å):
Sc (1.8503, 2.8355, 0.9477)  0.563
Fe (1.6943, 0.4301, -0.4180)  0.193
Cl (2.1825, 2.9868, 3.2460)  0.257
Cl (3.6160, 1.3528, -0.5785)  0.384
C (0.3385, 1.1989, -1.3781)  -0.082
C (0.5280, 4.7038, 0.6649)  0.017
C (2.7542, 4.5656, -0.2672)  0.009
O (-0.6376, 1.2261, -2.0292)  0.270
O (0.0366, 5.7456, 0.5581)  0.280
O (3.1123, 5.3650, -1.0276)  0.282
C (-2.4425, -1.8744, 1.3055)  0.047
N (-1.4860, -2.2824, 0.2901)  -0.040
C (-1.6701, -3.2823, -0.6544)  0.184
C (-0.5621, -3.3042, -1.4261)  0.172
N (0.2933, -2.3176, -0.9544)  0.152
C (-0.2735, -1.6756, 0.1082)  -0.582
S (0.3913, -0.4678, 1.1181)  0.912
H (-2.0099, -2.0160, 2.3076)  0.136
H (-2.6733, -0.7984, 1.2233)  0.128
H (-3.3683, -2.4647, 1.2190)  0.144
H (-2.5892, -3.8677, -0.6706)  0.203
H (-0.2878, -3.9462, -2.2442)  0.192
H (1.2029, -2.1127, -1.3404)  0.178

Force components x, y, z for each atom (eV/Å):
1.437 0.925 3.360
3.858 -2.157 0.313
-0.449 -0.280 -2.839
-0.505 0.464 0.716
-8.597 1.810 -6.194
-3.590 5.567 -0.127
3.048 4.484 -4.582
5.433 0.086 3.619
2.334 -5.027 0.521
-1.801 -3.965 3.959
-0.889 0.394 1.181
-0.533 -1.069 -1.081
-2.231 1.702 3.366
3.487 0.912 -1.144
-0.881 -0.749 -0.656
0.024 -0.609 -0.189
-0.994 -1.224 0.964
-0.075 -0.248 -0.279
0.021 -0.451 -0.300
0.426 0.225 -0.022
0.179 -0.039 -0.130
0.034 -0.243 -0.330
0.262 -0.507 -0.126

The charge is +4. For the HOMO-LUMO gap (spin up / spin down), the calculation gives 7.84 / 5.77 eV. The molecular weight is 369.910 g/mol. For the max |F|, the calculation gives 10.7 eV/A. Its expectation value of S² is 8.79. The spin multiplicity is 6.

=====

Entry from the OMol25 dataset: a 2-piece molecular cluster, C7H6ClI3NO overall (ωB97M-V/def2-TZVPD).

Last column: Löwdin charge in e.
Cartesian coordinates (Å):
C (1.3266, 0.8279, -1.6264)  -0.018
C (0.1457, 0.2312, -1.3892)  -0.097
C (1.7780, 1.3267, -0.3025)  -0.350
C (1.0145, 0.8115, 0.6920)  -0.486
C (2.6446, 2.3988, 0.0759)  -0.665
C (-0.9610, -1.0833, 0.4912)  -0.320
C (-0.1657, 0.1496, 0.0072)  -0.671
N (-0.4924, -1.6140, 1.5608)  0.121
O (3.2586, 2.5712, 1.1118)  -0.061
Cl (2.2891, 3.7599, -1.1850)  0.621
I (1.4531, 1.3477, 2.8739)  1.192
I (-1.9372, 1.0987, 1.1063)  1.028
I (-4.3170, -3.4422, -2.1673)  0.287
H (1.9618, 0.9891, -2.5728)  0.158
H (-0.6540, -0.1875, -2.0566)  0.148
H (-1.7928, -1.4677, -0.0924)  0.113
H (-1.0720, -2.4078, 1.8298)  0.147
H (0.1571, -1.1404, 2.2841)  0.112
H (-4.6369, -4.1695, -0.6408)  -0.260

Force components x, y, z for each atom (eV/Å):
1.812 1.676 -0.134
-2.185 -1.099 -0.996
0.534 -0.987 -0.436
-0.956 -1.136 0.721
0.821 2.218 0.310
3.056 3.871 -1.092
1.942 -2.322 0.618
-0.216 -1.823 2.184
-1.001 -0.181 -2.390
0.986 -0.835 1.283
-1.508 -0.708 -2.616
-2.923 2.639 1.752
-0.262 -0.717 1.697
-1.564 -0.236 1.614
1.452 0.316 0.158
0.324 -0.376 0.018
0.678 0.075 0.924
-1.302 -1.132 -1.972
0.312 0.757 -1.643

The charge is +1. For the HOMO-LUMO gap (spin up / spin down), the calculation gives 5.92 / 4.13 eV. The molecular weight is 536.296 g/mol. For the max |F|, the calculation gives 5.1 eV/A. Its expectation value of S² is 2.02. The spin multiplicity is 3.

=====

Entry from the OMol25 dataset: C7H6ClNO3 in the gas phase (ωB97M-V/def2-TZVPD).

Last column: Löwdin charge in e.
Cartesian coordinates (Å):
C (-1.2597, 0.9397, 0.4135)  -0.068
C (-2.0647, -0.1547, 0.5810)  -0.080
C (0.1251, 0.7206, 0.1872)  -0.036
C (-1.5090, -1.4591, 0.4142)  -0.100
C (0.6628, -0.5339, 0.0057)  -0.102
C (-0.1474, -1.6363, 0.1116)  -0.647
C (2.3942, -0.6666, -0.4696)  -0.309
N (2.9877, 0.0276, 0.6175)  -0.372
O (3.4640, -0.5973, 1.5379)  0.132
O (2.9578, 1.2271, 0.4237)  0.061
O (2.6412, -0.1288, -1.6222)  0.062
Cl (0.4211, -3.2514, -0.1390)  0.705
H (-1.5978, 1.8802, 0.3197)  0.065
H (-3.1959, -0.1289, 0.4479)  0.131
H (0.9047, 1.5505, 0.1576)  0.127
H (-2.0224, -2.4897, 0.5604)  0.126
H (2.6952, -1.6839, -0.4299)  0.126
H (2.5408, 0.8991, -1.5475)  0.179

Force components x, y, z for each atom (eV/Å):
2.798 -2.986 -0.240
-1.636 -2.284 -1.699
0.842 1.233 0.137
0.216 -1.468 0.605
2.934 -0.084 -0.757
-1.386 0.050 0.381
-5.020 -1.739 1.797
1.197 0.348 0.425
-0.275 0.680 0.201
0.826 1.035 1.302
0.317 3.646 -2.716
0.187 -0.049 -0.012
-1.368 3.171 0.117
1.574 0.356 0.949
-1.659 -0.764 -0.066
0.200 2.339 -0.355
0.036 -0.871 0.028
0.219 -2.613 -0.098

Its SMILES is O=[N+]([O-])[C@H](O)c1ccccc1Cl. For the HOMO-LUMO gap, the calculation gives 9.34 eV. The molecular weight is 187.582 g/mol. For the max |F|, the calculation gives 5.6 eV/A.

=====

Entry from the OMol25 dataset: a 2-piece molecular cluster, C7H6F3NO overall (ωB97M-V/def2-TZVPD).

Last column: Löwdin charge in e.
Cartesian coordinates (Å):
C (-2.7006, 1.9074, 0.3908)  -0.235
C (-0.6800, 1.8695, -1.1561)  -0.290
C (0.5769, -0.5638, -0.2946)  -0.095
C (0.2329, -1.1596, 1.0251)  -0.008
C (-0.7813, -0.5662, 0.0625)  -0.092
C (-1.3468, 1.8176, 0.0856)  -0.031
C (-1.9252, -1.3227, -0.2881)  -0.514
N (-3.7242, 1.9223, 0.9081)  0.185
O (0.5387, 1.9119, -1.1416)  -0.001
F (-2.7742, -1.4920, 0.7863)  0.123
F (-2.7312, -0.7093, -1.3193)  0.049
F (-1.6485, -2.5136, -0.8412)  0.158
H (-1.1524, 1.9575, -2.1331)  0.142
H (1.0337, 0.3957, -0.5159)  0.093
H (0.6940, -1.3444, -1.0807)  0.154
H (0.2799, -2.2089, 1.2065)  0.114
H (0.4258, -0.5377, 1.8679)  0.105
H (-0.6816, 2.0512, 0.9153)  0.143

Force components x, y, z for each atom (eV/Å):
-0.728 -0.157 0.442
0.598 1.048 -1.019
0.650 -2.562 -2.425
-0.434 1.942 0.152
0.219 2.340 2.159
1.151 -2.597 1.094
-4.588 -0.118 -2.245
-0.680 0.172 -0.142
0.757 0.387 -0.302
1.143 0.023 -1.443
1.357 -0.518 1.911
0.310 -0.014 0.791
-0.774 -0.371 0.007
0.487 0.016 0.350
0.660 0.786 0.238
-0.228 -0.574 -0.118
0.249 0.215 0.605
-0.149 -0.020 -0.054

For the HOMO-LUMO gap (spin up / spin down), the calculation gives 7.89 / 7.94 eV. The molecular weight is 177.125 g/mol. For the max |F|, the calculation gives 5.1 eV/A.

=====

Entry from the OMol25 dataset: C7H6F3NO3 in the gas phase (ωB97M-V/def2-TZVPD).

Last column: Löwdin charge in e.
Cartesian coordinates (Å):
C (-1.7247, -1.6347, 0.1390)  0.047
C (0.7810, -1.3901, -0.3680)  -0.001
C (-0.4966, -1.9610, -0.4179)  -0.268
C (-2.3811, -0.4266, 0.5053)  -0.188
C (1.3491, -0.2819, 0.2782)  -0.131
C (-2.4374, 0.8548, 0.0577)  -0.163
C (3.1399, 1.2838, 0.4051)  -0.058
N (-1.4492, 1.4148, -0.7888)  -0.353
O (-0.6090, 0.6576, -1.2231)  0.047
O (-1.4215, 2.6124, -0.9653)  0.091
O (2.5416, 0.0482, -0.0280)  -0.043
F (-0.5881, -3.1597, -1.0208)  0.071
F (-3.4257, -0.6523, 1.3012)  0.095
F (-3.3474, 1.7555, 0.4227)  0.131
H (-2.4033, -2.5306, 0.2029)  0.147
H (1.3635, -1.8585, -1.0911)  0.106
H (0.8763, 0.0385, 1.2050)  0.153
H (4.2248, 1.1900, 0.6434)  0.091
H (2.7593, 1.9917, 1.2038)  0.110
H (3.2486, 2.0480, -0.4613)  0.117

Force components x, y, z for each atom (eV/Å):
0.326 -0.956 -0.475
0.802 1.609 0.517
-2.325 0.806 1.909
-0.526 0.224 -0.553
-3.590 -3.602 0.312
0.863 0.571 -0.356
1.829 3.154 -1.015
-0.087 0.505 0.678
0.527 -0.885 -0.680
-0.473 0.766 -0.109
2.520 1.972 0.024
0.910 -0.128 -0.082
-0.592 -0.434 0.696
0.130 -0.665 0.230
0.581 1.179 -0.008
1.476 -0.536 -1.218
0.011 0.880 -0.254
-0.915 -0.972 0.049
-0.691 -1.847 -0.436
-0.775 -1.641 0.768

Its SMILES is CO/C=C/C(F)=C\C(F)=C(\F)[N+](=O)[O-]. For the HOMO-LUMO gap (spin up / spin down), the calculation gives 7.68 / 7.68 eV. The molecular weight is 209.123 g/mol. For the max |F|, the calculation gives 5.1 eV/A.

=====

Entry from the OMol25 dataset: C7H6N2 in the gas phase (ωB97M-V/def2-TZVPD).

Last column: Löwdin charge in e.
Cartesian coordinates (Å):
C (-0.6598, 0.0657, 2.3870)  -0.131
C (-1.5004, -0.3904, 1.2700)  -0.037
C (-0.7570, -0.2444, 0.1154)  -0.303
C (-0.8084, -0.1691, -1.2170)  -0.056
C (0.2114, 0.3678, -2.0247)  -0.101
C (1.5551, 0.4055, -1.5904)  -0.037
C (1.5666, 0.4266, -0.1336)  0.061
H (-0.9863, -0.2319, 3.4553)  0.131
H (-2.4415, -1.1278, 1.3434)  0.136
H (-1.7705, -0.7340, -1.6414)  0.167
H (-0.0299, -0.0045, -3.0328)  0.101
H (2.4761, 0.3939, -2.1260)  0.087
H (2.2828, 0.6582, 0.6127)  0.094
N (0.3664, 0.2322, 0.6836)  -0.148
N (0.4954, 0.3522, 1.8986)  0.036

Force components x, y, z for each atom (eV/Å):
-5.085 -3.888 0.481
-3.305 -2.642 2.196
-0.151 0.917 4.600
-2.058 -0.829 -4.527
-1.749 -4.166 -1.255
-1.381 0.737 6.161
-1.838 -0.018 -1.795
1.191 1.305 -1.771
1.980 2.412 -0.005
2.207 1.892 0.339
0.530 1.194 -0.130
0.153 0.366 -0.499
1.459 0.018 -0.220
6.319 1.166 -8.785
1.729 1.535 5.208

Its SMILES is c1ccn2nccc2c1. For the HOMO-LUMO gap, the calculation gives 8.14 eV. The molecular weight is 118.139 g/mol. For the max |F|, the calculation gives 10.9 eV/A.